Below is C30H90O15 as an isolated structure, with properties calculated with ωB97M-V/def2-TZVPD.

XYZ file:
```
135
Properties=species:S:1:pos:R:3:forces:R:3
O -1.808478 30.134253 -9.163094 -1.36 -2.92 3.13
O -4.930557 25.761352 -9.271806 -5.10 0.17 1.01
O -0.685078 31.833024 -9.788226 2.22 3.78 0.36
O -1.014644 29.120447 -14.582534 1.98 6.08 2.90
O -7.869688 30.027930 -9.241718 -0.05 0.68 0.32
O -3.246238 25.339464 -12.937692 4.43 -3.61 1.38
O -1.687737 27.366099 -15.437043 -1.75 -4.44 -1.57
O -4.930209 26.376398 -7.262422 -1.08 0.28 5.47
O -5.751812 32.860732 -11.264564 0.09 1.17 -0.22
O 1.508661 29.243610 -12.024681 -0.09 1.49 -0.41
O -3.595904 25.367839 -10.727068 6.52 -1.83 -4.29
O -6.813378 30.640639 -15.206073 -0.35 -0.29 0.15
O -1.225010 26.432387 -7.828444 0.24 -0.16 0.78
O -3.269794 29.940134 -10.760327 -2.76 -1.77 -3.22
O -4.791812 25.657215 -14.236083 -5.59 2.05 -4.72
C -5.614831 29.332949 -13.572741 -0.22 0.60 -1.20
C -4.755868 31.970382 -11.711008 0.72 -1.07 -1.02
C -1.550874 27.770444 -8.159196 1.23 0.31 0.02
C -6.098532 25.801104 -11.289165 -1.29 0.49 -0.02
C -2.558696 31.017951 -8.397238 0.20 1.93 0.67
C 0.404470 27.421031 -11.187835 -1.05 1.10 1.26
C -4.395678 28.361925 -8.347205 0.32 0.27 1.25
C -0.143248 26.522793 -13.945850 1.02 -0.88 -0.53
C -2.769110 28.646374 -10.939831 -1.03 0.87 -1.40
C -5.400459 26.632250 -10.254524 -2.54 0.99 -1.01
C -3.342538 23.962622 -13.118074 -0.75 -2.48 0.41
C -7.554913 28.895413 -10.000574 -0.17 -0.80 -1.04
C -3.707643 32.578490 -12.696134 -2.03 -0.26 0.10
C -2.276714 25.606642 -10.302706 1.02 -2.24 -0.45
C -3.377936 31.842285 -9.356627 -0.58 1.94 2.31
C -0.131790 31.740054 -11.057214 1.02 -0.86 -1.31
C -1.261126 31.265872 -11.960982 1.04 1.78 0.02
C -1.292178 25.353716 -11.526110 -0.25 -0.18 2.16
C -3.429429 28.023162 -12.203584 0.99 -0.01 1.90
C -4.830828 23.484022 -13.146544 0.29 -0.80 0.20
C 0.313479 28.930769 -11.298651 1.82 -2.54 -0.31
C -6.521008 29.236697 -11.082110 -1.27 -0.22 1.82
C -1.634200 26.726478 -14.161003 2.80 -0.61 -2.32
C -4.462848 26.911067 -14.736592 0.61 -1.57 -0.34
C -5.336617 27.193675 -15.905751 -0.31 1.35 -0.95
C -6.835979 30.168156 -13.849019 0.36 0.70 -0.44
C -4.295459 27.577311 -6.991031 0.62 1.99 -0.63
C -3.257141 29.482702 -15.424097 1.61 1.33 0.24
C -2.135551 30.006184 -14.443841 -1.20 -0.13 -0.59
C -0.309739 28.633798 -7.896676 -0.56 -0.75 1.07
H 0.500574 28.423200 -8.594624 -0.07 -0.05 0.09
H -5.490400 24.048768 -13.805430 0.51 -0.51 -0.24
H 0.150652 25.903036 -13.098722 -0.18 0.02 -0.53
H 0.380995 32.668966 -11.306744 -0.42 0.14 -0.51
H -3.192846 26.964796 -12.094096 -0.60 1.38 -0.26
H -5.055956 25.823809 -6.487553 -0.08 -0.15 0.03
H -0.252447 29.456988 -14.105686 0.36 0.18 0.03
H -2.974247 28.337928 -13.142644 -0.79 0.50 1.00
H -2.793906 23.449872 -12.328027 -0.53 -0.13 0.23
H -2.804994 23.630679 -14.006308 -0.16 0.43 -0.51
H -2.157977 26.560750 -9.789212 -0.06 -0.66 -1.06
H -2.795570 32.181010 -10.213501 -0.22 0.15 0.79
H -1.693107 28.745052 -11.083292 -0.79 -1.02 0.46
H -6.847645 31.084608 -13.259043 -0.11 0.04 0.09
H -3.263929 27.341900 -6.729038 -0.48 0.06 0.43
H 0.017961 28.394060 -6.885122 0.27 0.06 0.04
H -6.365663 32.425465 -10.668476 0.07 -0.30 0.02
H -3.403341 26.927390 -14.992071 -0.89 -0.18 -0.75
H -5.576116 24.912284 -11.642988 -0.10 1.29 0.40
H -7.279954 28.072531 -9.340747 0.04 0.29 0.17
H -2.735122 29.276044 -16.358381 -0.33 -0.09 -0.18
H -2.424030 28.100826 -7.596575 1.54 0.49 -0.20
H -1.908627 31.672641 -7.816811 -0.02 -0.08 0.50
H -0.559866 29.268087 -11.856849 1.87 -0.80 0.01
H -3.724511 28.575975 -15.040009 0.76 1.26 -0.60
H -2.982837 28.111097 -10.014691 0.35 0.13 -1.74
H -3.992808 30.264801 -15.611769 0.07 0.01 0.06
H -1.541047 26.116556 -12.263836 0.97 -0.80 0.89
H -4.173259 25.549250 -9.981847 1.45 -1.44 0.95
H -4.731519 28.155410 -6.176323 -0.33 -0.14 0.05
H -6.079611 27.326879 -9.760194 0.37 -0.84 -0.59
H -8.451688 28.513264 -10.488273 -0.25 0.05 -0.32
H -1.311791 30.685585 -9.772140 0.26 0.02 0.33
H -5.192413 28.225072 -16.227489 -0.02 0.18 -0.19
H -4.989885 26.222636 -8.431991 -0.15 -0.78 0.05
H 0.312596 27.510806 -13.881580 0.37 -0.35 0.06
H -4.621521 27.243430 -10.710412 -0.41 -0.51 0.49
H -6.181456 28.452636 -11.758909 -1.85 -0.95 1.91
H -8.664295 29.788877 -8.758966 -0.08 0.34 0.21
H -2.456310 29.917814 -13.405853 -0.33 0.55 -0.54
H -0.987772 31.626906 -12.952471 -0.15 -0.17 -0.04
H -5.424833 28.646417 -8.566302 0.12 -0.12 0.20
H -5.135711 26.620083 -16.810579 -0.09 -0.48 0.37
H -4.173242 31.193099 -9.722876 -0.35 0.96 1.81
H -3.964433 27.777720 -9.160121 -0.91 -0.01 1.09
H -2.200792 31.736697 -11.672131 1.44 -0.39 0.12
H -7.305914 30.007009 -15.732856 0.09 -0.02 -0.21
H -2.928659 31.840646 -12.888176 -1.40 0.57 -0.58
H -7.016029 25.445533 -10.820252 -0.29 -0.12 -0.07
H 0.318049 29.337980 -10.287577 -0.17 0.26 -0.18
H 0.383036 25.988608 -14.736906 -0.54 0.21 -0.72
H -6.970588 29.954964 -11.767722 0.12 0.15 0.88
H -4.058673 25.428899 -13.659917 -1.41 1.28 -0.66
H -5.585018 29.579601 -10.641164 -0.11 0.44 0.01
H -1.871186 27.835371 -9.199045 1.07 0.24 0.99
H -5.227488 31.095995 -12.159464 0.24 0.39 -0.31
H -2.181603 25.784061 -14.178467 1.05 0.89 -0.79
H -4.713746 29.818614 -13.947286 -0.52 0.33 0.63
H -1.816664 31.027783 -14.650590 -0.25 -0.03 -0.26
H -0.012628 32.008647 -9.125971 0.19 -0.03 0.16
H -4.505647 28.177688 -12.280931 1.49 -0.63 0.66
H -6.386663 26.446309 -12.119110 0.03 -0.35 -0.32
H -1.445714 30.191726 -11.976447 -0.13 1.68 0.01
H -2.039325 27.339483 -13.355895 0.90 -0.76 -1.07
H 0.609728 30.941192 -11.065976 0.35 0.80 -0.05
H -4.188800 31.538139 -10.886569 -1.50 1.13 -2.64
H -3.320736 25.493750 -11.993103 -1.49 -0.39 1.61
H -4.547645 27.705665 -13.995291 0.18 -1.51 -0.34
H 0.288018 26.951416 -12.164567 0.77 0.87 1.41
H -4.855737 22.428502 -13.417399 0.00 -0.12 0.18
H -1.408363 24.348997 -11.932490 -0.15 0.36 0.17
H -1.549827 28.297760 -15.251088 0.19 -1.99 -1.49
H 2.248293 29.145658 -11.420556 0.14 -0.12 -0.06
H -7.742360 29.605989 -13.624172 -0.23 0.00 -0.14
H -5.483532 29.030409 -12.533827 0.34 1.67 -2.69
H -3.249897 33.444535 -12.218091 0.07 0.26 -0.28
H -3.292039 30.509775 -7.771088 0.82 0.21 0.53
H -5.640772 28.427096 -14.178430 -1.27 1.02 0.46
H -2.077639 24.853918 -9.539903 0.41 -0.26 0.14
H -0.395487 27.069179 -10.536397 0.41 0.26 0.06
H -3.794957 29.269473 -8.406991 -0.61 -0.76 0.53
H -5.315048 23.644306 -12.183245 0.58 -1.11 -0.03
H -1.996866 25.866630 -7.904307 -0.05 -0.03 -0.08
H -0.252627 25.391587 -11.200541 -0.49 -0.17 0.07
H -3.014307 30.342247 -9.926886 0.33 -2.10 -1.46
H -4.185314 32.816483 -13.646545 0.00 0.45 0.02
H -3.782565 32.724784 -8.861083 -0.21 -0.05 -0.02
H 1.337313 27.200583 -10.668892 0.17 -0.31 -0.18
H -0.689550 29.651379 -7.988131 1.28 -0.56 0.63
H -6.388012 27.177020 -15.618730 -0.19 -0.56 -0.08
```
Forces are in eV/Å.

Output
- HOMO energy: -7.72 eV
- Calculated total energy: -2324.3700 Ha

Results of the Löwdin charge analysis, in e, for atoms 1 through 99: O -0.213; O 0.059; O -0.056; O -0.051; O -0.049; O -0.198; O -0.108; O 0.027; O -0.039; O -0.058; O -0.104; O -0.057; O -0.053; O -0.177; O -0.090; C -0.148; C -0.330; C -0.328; C 0.003; C -0.236; C -0.078; C -0.023; C -0.065; C -0.218; C -0.300; C -0.194; C -0.298; C -0.034; C -0.173; C -0.075; C -0.199; C -0.083; C -0.053; C -0.025; C -0.038; C -0.321; C -0.076; C -0.278; C -0.380; C -0.050; C -0.269; C -0.183; C -0.043; C -0.198; C -0.022; H 0.069; H 0.081; H 0.050; H 0.137; H 0.078; H 0.163; H 0.127; H 0.061; H 0.112; H 0.140; H 0.059; H 0.086; H 0.081; H 0.102; H 0.099; H 0.084; H 0.081; H 0.087; H 0.041; H 0.087; H 0.111; H 0.063; H 0.134; H 0.053; H 0.016; H 0.044; H 0.093; H 0.043; H -0.203; H 0.134; H 0.064; H 0.124; H -0.035; H 0.063; H -0.103; H 0.075; H 0.083; H 0.044; H 0.089; H 0.068; H 0.108; H 0.096; H 0.095; H 0.075; H 0.053; H 0.036; H 0.080; H 0.010; H 0.100; H 0.095; H 0.098; H 0.068; H -0.216; H 0.091